[1]
Density functional theory data (the ωB97M-V functional and the def2-TZVPD basis) for a cluster of 2 separate species, C13H12O2 in total in a non-equilibrium geometry.

Summary:
ΔE to the lowest compared entry with this formula, charge and spin, eV: 5.967
HOMO energy (alpha / beta), eV: -8.27 / -8.27
Lowest unoccupied orbital energy (alpha / beta), Eh: -0.029 / -0.029
Charge: 0

Each line ends with the Mulliken charge.
Atoms and positions in Å:
1 C 3.171 -2.250 0.310  -0.701
2 C 1.846 -2.401 0.314  -0.331
3 C 3.708 -1.049 -0.078  -0.280
4 C 0.920 -1.322 0.219  -0.325
5 C 2.867 0.045 -0.148  -0.660
6 C 1.457 -0.040 0.105  0.622
7 C 1.109 2.467 -0.084  0.401
8 C -3.363 -0.387 1.365  -0.684
9 C -1.258 2.466 0.118  -0.530
10 C 0.642 1.108 0.028  0.043
11 C -0.799 1.108 0.108  0.114
12 C -2.867 -0.269 0.196  0.404
13 C -2.976 -0.532 -1.272  -0.995
14 O 2.192 2.926 -0.304  -0.585
15 O -0.050 3.293 -0.124  -0.378
16 H 3.869 -3.119 0.248  0.266
17 H 1.312 -3.330 0.196  0.353
18 H 4.770 -0.908 -0.441  0.304
19 H -0.127 -1.453 0.346  0.446
20 H 3.263 0.943 -0.522  0.464
21 H -4.326 -0.940 1.560  0.251
22 H -2.855 -0.137 2.232  0.334
23 H -2.100 2.671 -0.578  0.231
24 H -1.477 2.990 1.092  0.226
25 H -3.666 -1.380 -1.570  0.363
26 H -2.112 -0.903 -1.542  0.368
27 H -3.151 0.403 -1.772  0.279

[2]
Density functional theory data (the ωB97M-V functional and the def2-TZVPD basis) for a cluster of 3 separate species, C19H26ClN3O6Si in total.

Summary:
HOMO energy, eV: -9.06
Lowest unoccupied orbital energy, Eh: -0.030
Charge: 0

Each line ends with the Mulliken charge.
Atoms and positions in Å:
1 N -0.773 1.202 -0.970  -0.546
2 C -2.074 0.817 -0.438  -0.627
3 C -2.395 -0.694 -0.480  -0.627
4 Si -2.044 -1.657 1.098  0.271
5 Cl -0.938 -3.343 0.489  -0.353
6 C -0.956 -0.700 2.302  -0.571
7 C 0.540 -0.847 1.950  -0.707
8 C 1.397 0.303 2.476  -0.698
9 C 2.819 0.212 1.940  -0.599
10 O 2.857 0.767 0.608  -0.281
11 C 3.527 0.063 -0.317  0.225
12 O 3.340 -1.094 -0.574  -0.479
13 H -0.758 1.191 -1.978  0.246
14 H -0.012 0.654 -0.595  0.168
15 H -2.170 1.227 0.569  0.262
16 H -2.825 1.343 -1.033  0.372
17 H -3.452 -0.844 -0.714  0.397
18 H -1.835 -1.158 -1.295  0.467
19 H -3.196 -2.217 1.804  -0.162
20 H -1.158 -1.011 3.329  0.523
21 H -1.181 0.368 2.240  0.358
22 H 0.640 -0.854 0.857  0.222
23 H 0.928 -1.809 2.288  0.379
24 H 0.964 1.248 2.132  0.358
25 H 1.408 0.306 3.569  0.333
26 H 3.534 0.734 2.578  0.359
27 H 3.098 -0.844 1.896  0.360
28 H 4.289 0.647 -0.851  0.329
29 O 9.763 -2.056 -3.072  -0.602
30 N 9.588 -1.027 -3.691  1.007
31 O 10.438 -0.457 -4.344  -0.607
32 C 8.244 -0.423 -3.645  0.116
33 C 7.263 -1.030 -2.884  -0.532
34 C 6.007 -0.447 -2.830  -0.403
35 C 5.752 0.722 -3.536  -0.466
36 C 6.750 1.311 -4.301  -0.394
37 C 8.010 0.738 -4.359  -0.447
38 H 7.474 -1.939 -2.341  0.454
39 H 5.227 -0.911 -2.240  0.642
40 H 4.770 1.176 -3.491  0.419
41 H 6.549 2.219 -4.852  0.377
42 H 8.796 1.187 -4.948  0.449
43 O -5.097 -0.864 1.123  -0.590
44 N -5.454 0.095 1.779  1.080
45 O -4.690 0.852 2.344  -0.615
46 C -6.896 0.353 1.897  0.123
47 C -7.781 -0.517 1.289  -0.314
48 C -9.140 -0.279 1.417  -0.480
49 C -9.589 0.817 2.143  -0.472
50 C -8.681 1.682 2.739  -0.422
51 C -7.320 1.453 2.620  -0.302
52 H -7.420 -1.366 0.727  0.437
53 H -9.848 -0.951 0.953  0.371
54 H -10.651 0.997 2.244  0.381
55 H -9.033 2.536 3.302  0.369
56 H -6.605 2.116 3.081  0.442

[3]
Density functional theory data (the ωB97M-V functional and the def2-TZVPD basis) for a cluster of 2 separate species, C6H15N3S in total in a non-equilibrium geometry.

Summary:
ΔE to the lowest compared entry with this formula, charge and spin, eV: 1.718
HOMO energy, eV: -8.12
Lowest unoccupied orbital energy, Eh: 0.026
Charge: 0

Each line ends with the Mulliken charge.
Atoms and positions in Å:
1 C 0.001 -0.861 -0.279  0.729
2 C 4.035 -0.429 0.611  -1.109
3 C -3.001 0.523 -1.276  -1.320
4 C -2.828 0.473 1.273  -1.298
5 C 2.875 -0.531 -0.378  -0.375
6 C -2.271 -0.114 -0.046  0.414
7 N 0.199 -1.951 -0.838  -0.569
8 N -0.886 0.098 -0.157  0.085
9 N 1.761 0.233 0.167  -0.400
10 S 1.644 1.878 -0.197  -0.371
11 H 4.234 0.584 0.812  0.313
12 H 3.751 -0.936 1.590  0.257
13 H 4.970 -0.960 0.211  0.333
14 H -2.606 0.385 -2.229  0.403
15 H -4.130 0.229 -1.334  0.319
16 H -3.160 1.639 -1.063  0.277
17 H -2.871 1.598 1.419  0.318
18 H -2.163 0.203 2.178  0.317
19 H -3.836 0.057 1.346  0.382
20 H 2.429 -1.486 -0.352  0.305
21 H 3.215 -0.248 -1.307  0.374
22 H -2.550 -1.154 -0.196  0.250
23 H -0.374 -2.648 -1.035  0.181
24 H 1.892 2.431 1.148  0.150
25 H -0.329 0.986 -0.068  0.036

[4]
Density functional theory data (the ωB97M-V functional and the def2-TZVPD basis) for a structure of composition C8H18N2O9P2STc.

Summary:
ΔE to the lowest compared entry with this formula, charge and spin, eV: 0.837
Spin multiplicity: 2
HOMO energy (alpha / beta), eV: -16.08 / -16.34
Lowest unoccupied orbital energy (alpha / beta), Eh: -0.311 / -0.302
Charge: +2
Expectation value of S²: 0.755

Each line ends with the Mulliken charge.
Atoms and positions in Å:
1 Tc 0.315 -0.399 0.211  1.152
2 C -0.304 -1.034 -3.992  -1.611
3 C 0.897 -0.401 -3.303  0.952
4 O 1.943 -0.029 -4.175  -0.552
5 P 0.462 1.184 -2.466  0.873
6 O -0.507 2.030 -3.334  -0.518
7 O 1.735 2.053 -2.278  -0.516
8 O -0.314 0.871 -1.182  -0.205
9 P 1.575 -1.400 -1.924  0.973
10 O 2.368 -2.540 -2.607  -0.499
11 O 2.278 -0.446 -0.986  -0.680
12 O 0.368 -1.897 -1.052  -0.666
13 H -0.668 -0.377 -4.781  0.418
14 H -1.112 -1.230 -3.287  0.371
15 H -0.009 -1.986 -4.436  0.514
16 H 2.070 -0.702 -4.858  0.396
17 H -0.115 2.630 -3.989  0.392
18 H 2.531 1.585 -1.966  0.396
19 H 2.902 -3.158 -2.085  0.428
20 C 2.311 1.197 3.524  -1.091
21 C 1.188 1.196 2.556  0.763
22 O 0.217 1.895 2.535  -0.611
23 O 1.352 0.208 1.583  -0.803
24 H 2.074 1.862 4.348  0.343
25 H 3.208 1.539 3.004  0.325
26 H 2.509 0.186 3.878  0.338
27 S -1.716 -0.646 1.072  -0.204
28 C -2.647 0.810 0.618  0.564
29 N -3.753 0.643 -0.077  -0.153
30 C -4.708 1.735 -0.346  -0.563
31 C -4.525 2.825 0.694  -0.606
32 C -3.056 3.198 0.796  -0.626
33 N -2.269 1.984 1.054  0.157
34 H -3.987 -0.294 -0.366  0.267
35 H -5.708 1.307 -0.306  0.377
36 H -4.533 2.109 -1.356  0.311
37 H -4.887 2.483 1.665  0.309
38 H -5.111 3.698 0.413  0.362
39 H -2.865 3.888 1.614  0.396
40 H -2.697 3.654 -0.130  0.292
41 H -1.427 2.033 1.625  0.237